No. 1
59
Properties=species:S:1:pos:R:3:forces:R:3 method="wB97M-V/def2-TZVPD" e_above_lowest_kcal_mol=28.80
Ta 0.45602 -0.35835 1.97232 -1.760 0.886 -3.814
C 3.60781 -1.17122 -0.39653 -0.062 0.073 -0.098
C 2.68434 -0.42705 -1.31995 0.216 -0.146 -0.087
N 2.90999 -0.48950 -2.62648 -0.119 0.092 -0.042
C 2.11176 0.20122 -3.44666 0.255 -0.182 0.074
C 1.07942 1.01203 -3.02395 -0.067 0.134 -0.175
C 0.28489 1.78633 -4.03881 0.076 0.107 0.067
O 0.49389 3.18742 -3.82878 0.019 -0.163 -0.023
C 0.81701 1.08131 -1.65368 -0.653 0.314 0.106
C -0.22757 2.01350 -1.13525 0.272 -0.078 -0.153
N -0.56540 2.02899 0.08173 -0.148 0.071 0.200
C -1.38636 3.05037 0.59901 -0.034 -0.080 -0.123
C -2.62118 3.40659 0.08001 -0.096 -0.034 -0.111
C -3.39193 4.36732 0.72276 0.003 0.016 -0.013
C -2.93137 4.98517 1.87642 0.034 -0.022 0.007
C -1.68871 4.64429 2.40372 -0.169 0.098 -0.039
C -0.94668 3.67811 1.76173 0.249 -0.193 -0.027
I 0.88587 3.02408 2.50588 0.081 0.396 0.280
C 1.61722 0.32165 -0.81733 -0.026 -0.106 0.414
O 1.38395 0.30460 0.51818 0.981 0.410 -0.707
H 4.49151 -1.47091 -0.95340 0.005 -0.003 -0.012
H 3.11157 -2.05847 -0.00332 -0.016 -0.001 -0.010
H 3.90323 -0.55521 0.45465 -0.027 0.007 -0.028
H 2.32627 0.11079 -4.50786 0.012 0.005 0.058
H -0.77587 1.53522 -3.95964 -0.101 0.020 0.035
H 0.62124 1.49407 -5.03365 0.015 -0.027 -0.084
H 0.13355 3.66797 -4.58004 -0.026 0.002 -0.001
H -0.60925 2.75688 -1.83770 0.078 -0.021 -0.055
H -2.98732 2.89821 -0.80632 -0.001 0.036 0.077
H -4.36594 4.62575 0.32386 0.060 -0.020 0.025
H -3.54347 5.72005 2.38342 0.022 -0.007 -0.031
H -1.31950 5.11538 3.30679 -0.034 -0.051 -0.067
O 0.11349 0.36585 4.86322 0.092 -0.057 0.287
P 1.58957 -0.21869 4.78196 -0.030 -0.049 0.462
O 2.51061 0.30003 5.77616 0.153 -0.184 -0.259
O 1.85370 0.02682 3.23121 0.156 -0.217 1.433
O 1.36029 -1.82505 4.87305 0.050 0.120 -0.279
P 0.94832 -2.73227 3.59297 0.447 -0.225 0.580
O 2.21284 -2.46593 2.63263 -0.059 -0.478 0.395
O 0.74109 -4.14049 3.86953 -0.307 0.104 0.145
O -0.19589 -1.85835 2.93580 0.589 -1.511 1.227
H -0.15820 0.61707 5.75648 -0.049 0.002 -0.091
H 2.60020 -3.32930 2.42505 0.034 0.152 -0.246
N -2.42717 1.04109 2.84035 0.399 -0.238 -0.196
C -1.42271 0.57322 2.50663 -0.380 0.365 0.255
Br -2.51248 -0.68978 -2.26167 0.055 0.007 0.130
C -1.76990 -2.43021 -2.14119 -0.009 0.047 -0.014
C -2.17093 -3.31834 -3.12683 -0.032 -0.053 -0.075
C -1.64582 -4.60030 -3.17223 -0.034 -0.009 -0.047
C -0.70773 -5.00071 -2.23448 0.058 0.034 0.071
C -0.31502 -4.11288 -1.24782 -0.019 -0.064 -0.014
C -0.84168 -2.82240 -1.17559 0.114 -0.015 0.141
C -0.34968 -1.97548 -0.05215 0.377 0.150 -0.033
O -0.98993 -0.97881 0.37941 -0.209 0.130 0.227
O 0.76321 -2.22943 0.50504 -0.475 0.365 0.191
H -2.89697 -2.99649 -3.86136 0.042 -0.010 0.010
H -1.97032 -5.28308 -3.94949 0.018 0.057 0.053
H -0.28299 -5.99564 -2.27128 -0.030 0.035 0.026
H 0.40513 -4.40707 -0.49648 0.010 0.008 -0.021


No. 2
49
Properties=species:S:1:pos:R:3:forces:R:3 method="wB97M-V/def2-TZVPD" e_above_lowest_kcal_mol=0.00 spin_multiplicity=3 s_squared=2.007
Pd -0.68105 0.45658 -0.64052 1.588 1.974 -2.877
C -0.37693 1.22793 3.47610 -0.433 -0.595 0.104
C -0.22814 1.35759 2.08068 -1.046 -1.451 0.562
N -0.82306 0.45211 1.31456 -0.401 0.205 2.099
C -1.57890 -0.59306 1.76244 1.328 1.386 0.468
C -1.63807 -0.84876 3.14624 -0.280 0.175 -1.591
C -1.05564 0.12578 3.98602 0.303 0.184 -0.232
C -2.34847 -2.04219 3.46215 -1.036 -0.932 -0.653
C -2.99343 -2.80203 2.49910 0.373 0.272 1.156
C -2.96251 -2.52935 1.08789 0.726 0.915 0.567
C -3.49786 -3.28177 0.03608 0.076 0.477 -0.610
C -3.30933 -2.84703 -1.27582 -0.371 -0.792 0.614
C -2.59092 -1.68037 -1.55410 0.118 -0.182 1.216
N -2.02860 -1.01748 -0.55385 -1.298 -1.409 0.416
C -2.21731 -1.39067 0.74030 -0.051 -0.381 -0.535
H 0.01837 1.95775 4.16473 0.144 0.088 -0.056
H 0.33434 2.12533 1.56255 0.010 0.030 0.191
H -1.14589 0.00626 5.05334 0.018 -0.006 0.200
H -2.43308 -2.38028 4.48037 0.002 0.050 0.281
H -3.54627 -3.65547 2.86526 -0.029 -0.166 -0.139
H -4.06346 -4.17976 0.24498 0.041 -0.061 -0.058
H -3.69353 -3.48420 -2.05953 -0.078 0.260 -0.218
H -2.44418 -1.27776 -2.54955 0.016 -0.144 0.042
N -0.14048 0.52512 -2.70784 -0.412 0.633 -1.402
C -1.02361 1.35435 -3.59009 1.166 -0.318 -0.630
C -1.38334 2.70458 -2.98498 -0.908 -0.107 1.018
C -2.39677 2.68827 -1.76295 0.251 -0.471 0.771
O -3.29612 3.50574 -1.69041 0.116 0.372 -0.821
O -2.22826 1.81552 -0.80338 -0.344 0.780 -0.942
H 0.75029 1.02321 -2.57375 -0.290 -0.383 -0.093
H 0.03021 -0.41023 -3.07946 0.080 0.444 -0.034
H -1.90331 0.76724 -3.87493 -0.062 0.151 0.343
H -0.48746 1.54050 -4.55342 -0.338 -0.058 0.539
H -1.88566 3.27191 -3.75721 -0.111 0.233 -0.151
H -0.50684 3.29952 -2.67869 -0.089 -0.441 -0.077
Br 2.71446 -0.57062 2.45480 -0.893 -0.276 0.372
C 3.86228 -0.19668 1.04140 1.552 0.278 -0.157
C 5.22393 -0.19944 1.40170 -0.177 0.019 -0.278
C 6.16897 0.23384 0.47752 -1.093 -0.259 -0.249
C 5.72572 0.70072 -0.77455 0.247 -0.146 0.275
C 4.39293 0.67377 -1.14939 0.896 -0.172 1.083
C 3.45869 0.20965 -0.21822 -0.007 0.239 -0.060
C 2.04703 0.42608 -0.58547 -1.967 0.306 -0.695
O 1.20954 -0.55731 -0.55181 2.124 0.659 0.328
O 1.74542 1.61080 -0.96409 0.105 -1.671 0.773
H 5.48563 -0.50172 2.42430 0.037 0.094 -0.614
H 7.21455 0.15644 0.71571 0.239 0.305 0.034
H 6.43439 1.15460 -1.43930 0.355 -0.083 -0.327
H 4.09173 1.07500 -2.10493 -0.196 -0.027 0.049


No. 3
44
Properties=species:S:1:pos:R:3:forces:R:3 method="wB97M-V/def2-TZVPD" total_energy_ev=-41422.48724 smiles="COc1ccc(S[C@H](/C=C/c2cccc(F)c2)c2cccc(F)c2)cc1"
C -3.56872 2.46315 -5.24596 0.681 0.190 0.188
O -2.17315 2.82065 -5.06138 -0.219 -0.497 0.279
C -1.55286 2.41311 -3.91288 -0.015 -0.359 0.863
C -0.14007 2.35474 -3.88489 -0.615 0.055 -0.273
C 0.53168 1.94663 -2.74397 -0.625 -0.110 0.699
C -0.18155 1.56339 -1.58238 -0.523 0.352 -0.939
S 0.68775 1.39541 -0.06500 0.075 0.727 0.608
C 1.14830 -0.33928 0.24183 0.198 -0.713 -0.751
C 0.52627 -0.82162 1.53758 -0.570 -0.088 -0.431
C -0.79844 -0.82055 1.77954 0.957 0.275 -0.486
C -1.41847 -1.32774 2.99303 -0.479 -0.555 1.389
C -2.82755 -1.34226 3.13233 0.726 -0.160 -0.152
C -3.44141 -1.90923 4.24506 0.422 -0.062 0.543
C -2.67074 -2.44319 5.29587 0.172 0.272 -0.764
C -1.27914 -2.39106 5.16409 -0.077 -0.069 0.282
F -0.52070 -2.92215 6.18382 -0.498 0.476 -0.856
C -0.63824 -1.83530 4.06114 -0.532 -0.221 -0.019
C 2.69235 -0.50678 0.10142 -0.482 -0.021 0.772
C 3.32740 -0.17987 -1.09832 0.407 -0.112 -0.245
C 4.71615 -0.30193 -1.24050 -0.472 -0.438 0.637
C 5.48597 -0.85126 -0.19916 -0.408 0.312 -0.137
C 4.84219 -1.13983 0.99023 -0.100 -0.174 0.421
F 5.57534 -1.65323 2.03653 -0.575 0.420 -0.797
C 3.46869 -0.94372 1.18055 0.443 -0.168 -0.373
C -1.59402 1.64763 -1.60221 0.859 -0.050 0.232
C -2.26702 2.06764 -2.73654 0.055 0.163 -1.014
H -3.72687 2.51174 -6.32195 -0.035 -0.017 0.100
H -3.77763 1.44678 -4.87876 0.137 0.316 -0.117
H -4.22379 3.18924 -4.75003 0.129 -0.158 -0.014
H 0.41769 2.64325 -4.76816 -0.100 0.018 0.000
H 1.61989 1.97270 -2.68433 -0.293 -0.025 -0.195
H 0.67382 -0.93130 -0.56396 0.304 0.317 0.156
H 1.22197 -1.26930 2.23101 -0.269 0.042 0.216
H -1.49682 -0.42125 1.03572 0.349 0.003 0.156
H -3.42676 -0.92539 2.32742 0.017 -0.084 0.106
H -4.52984 -1.92528 4.31837 0.324 -0.005 -0.026
H -3.13263 -2.89365 6.16992 0.166 0.094 -0.145
H 0.45109 -1.83818 4.01531 -0.370 -0.023 0.132
H 2.72234 0.13840 -1.94823 0.202 0.073 0.269
H 5.20467 0.00263 -2.15816 -0.094 -0.144 -0.013
H 6.54516 -1.05006 -0.31814 -0.098 0.131 0.104
H 3.03560 -1.17935 2.14866 0.283 0.048 -0.221
H -2.15233 1.43936 -0.68632 0.193 0.010 -0.301
H -3.35558 2.14630 -2.73820 0.355 -0.041 0.117